1.
This record from OMol25 describes an isolated molecule of H3NOP2 in a non-equilibrium geometry. The level of theory is ωB97M-V/def2-TZVPD.

XYZ file:
```
7
Properties=species:S:1:pos:R:3
N 0.513 1.414 0.077
O 0.081 1.281 -1.053
P 0.110 0.155 1.191
P -0.320 -1.288 -0.161
H 1.449 -0.178 1.290
H -0.070 -0.425 -1.162
H -1.764 -0.960 -0.183
```

Values from the calculation:
- ΔE to the lowest compared entry with this formula, charge and spin (kcal/mol) = 0.0
- Kohn-Sham gap (spin up / spin down) (eV) = 9.2 / 8.2
- HOMO energy (spin up / spin down) (eV) = -8.314 / -9.748
- 2S+1 = 3

2.
This record from OMol25 describes a structure of composition C20H36F6FeHgN5O15S2 in a non-equilibrium geometry. The level of theory is ωB97M-V/def2-TZVPD.

XYZ file:
```
86
Properties=species:S:1:pos:R:3
Hg 8.100 -7.725 -13.422
Fe 4.396 -8.945 -14.475
O 8.461 -9.250 -14.772
H 8.592 -10.057 -14.293
O 5.806 -7.622 -14.031
H 5.586 -7.472 -13.097
O 5.238 -9.999 -15.801
H 4.829 -9.737 -16.629
C 7.013 -7.197 -9.147
F 7.082 -6.492 -8.017
F 8.189 -7.787 -9.324
F 6.119 -8.083 -9.004
S 6.654 -6.047 -10.575
O 7.030 -4.727 -10.192
O 7.471 -6.600 -11.657
O 5.261 -6.300 -10.798
C 6.877 -12.134 -12.800
F 8.096 -12.575 -12.390
F 6.850 -12.075 -14.102
F 6.006 -13.083 -12.403
S 6.295 -10.562 -12.005
O 5.832 -10.913 -10.694
O 7.381 -9.596 -11.976
O 5.202 -10.215 -12.901
C 3.611 -13.731 -9.501
O 3.781 -14.730 -8.807
N 2.435 -13.110 -9.651
C 2.174 -12.149 -10.707
C 1.240 -13.552 -8.935
H 4.403 -13.394 -10.184
H 1.591 -12.601 -11.529
H 3.066 -11.841 -11.266
H 1.714 -11.267 -10.270
H 0.508 -12.753 -8.887
H 0.818 -14.451 -9.408
H 1.551 -13.852 -7.930
C 1.798 -10.359 -7.544
O 1.860 -9.689 -8.508
N 2.846 -10.545 -6.746
C 2.679 -10.919 -5.393
C 4.181 -10.263 -7.208
H 0.884 -10.734 -7.067
H 1.655 -11.189 -5.149
H 2.991 -10.086 -4.754
H 3.324 -11.764 -5.138
H 4.909 -11.015 -6.901
H 4.146 -10.244 -8.293
H 4.500 -9.302 -6.796
C 11.305 -12.848 -17.302
O 12.056 -13.149 -18.186
N 11.220 -13.553 -16.147
C 10.262 -13.187 -15.130
C 11.893 -14.800 -15.953
H 10.623 -11.992 -17.284
H 9.594 -12.364 -15.366
H 10.808 -12.898 -14.213
H 9.641 -14.023 -14.782
H 12.219 -14.874 -14.907
H 11.216 -15.631 -16.173
H 12.820 -14.931 -16.501
C 7.445 -18.011 -11.202
O 7.995 -19.079 -11.016
N 7.438 -16.971 -10.352
C 7.355 -15.631 -10.880
C 7.734 -17.119 -8.952
H 6.985 -17.865 -12.190
H 6.613 -15.087 -10.280
H 7.289 -15.586 -11.955
H 8.230 -15.012 -10.596
H 8.425 -17.944 -8.764
H 8.281 -16.255 -8.581
H 6.808 -17.298 -8.406
C 9.574 -11.739 -9.819
C 9.044 -11.955 -8.548
C 9.340 -13.097 -7.831
C 10.250 -14.008 -8.366
C 10.768 -13.789 -9.620
C 10.419 -12.692 -10.395
N 10.767 -15.083 -7.528
O 11.246 -16.072 -8.092
O 10.669 -14.943 -6.360
H 9.301 -10.848 -10.376
H 8.464 -11.173 -8.070
H 8.960 -13.237 -6.828
H 11.565 -14.457 -9.947
H 10.845 -12.558 -11.378
```

Values from the calculation:
- charge = -1
- Kohn-Sham gap (spin up / spin down) (eV) = 8.4 / 8.1
- HOMO energy (spin up / spin down) (eV) = -7.233 / -7.040
- 2S+1 = 5

3.
This record from OMol25 describes a structure of composition C27H27FeN5O2S. The level of theory is ωB97M-V/def2-TZVPD.

XYZ file:
```
63
Properties=species:S:1:pos:R:3
Fe -0.082 -0.618 0.083
C -4.240 -0.250 2.047
C -4.288 -0.922 0.710
C -5.258 -1.857 0.446
C -5.287 -2.557 -0.764
C -4.319 -2.344 -1.739
C -3.298 -1.448 -1.525
C -2.364 -1.085 -2.633
C -3.257 -0.719 -0.280
N -2.201 0.090 -0.062
C -2.441 1.399 0.375
O -3.501 1.967 0.260
C -1.208 2.080 0.883
C -1.197 3.341 1.445
C 0.022 3.836 1.899
C 1.170 3.065 1.792
C 1.063 1.808 1.219
N -0.101 1.355 0.771
C 2.209 0.822 1.129
O 3.316 1.153 1.509
N 1.821 -0.394 0.647
C 2.869 -1.357 0.707
C 3.718 -1.525 -0.394
C 3.556 -0.673 -1.619
C 4.734 -2.475 -0.309
C 4.912 -3.221 0.848
C 4.068 -3.033 1.930
C 3.033 -2.105 1.875
C 2.130 -1.890 3.054
H -4.845 -0.802 2.763
H -4.629 0.765 1.980
H -3.222 -0.193 2.435
H -6.010 -2.068 1.195
H -6.079 -3.272 -0.943
H -4.384 -2.865 -2.685
H -2.332 -1.871 -3.384
H -1.344 -0.889 -2.300
H -2.711 -0.165 -3.110
H -2.114 3.907 1.518
H 0.070 4.820 2.345
H 2.135 3.399 2.144
H 2.528 -0.689 -1.988
H 4.215 -1.009 -2.417
H 3.800 0.366 -1.389
H 5.401 -2.608 -1.151
H 5.720 -3.938 0.908
H 4.210 -3.611 2.835
H 2.258 -2.681 3.792
H 1.076 -1.861 2.756
H 2.356 -0.937 3.539
C -1.403 -5.644 0.644
N -0.006 -5.327 0.399
C 1.062 -6.179 0.607
C 2.180 -5.503 0.272
N 1.780 -4.254 -0.140
C 0.447 -4.146 -0.055
S -0.595 -2.868 -0.540
H -1.477 -6.706 0.859
H -1.992 -5.407 -0.239
H -1.774 -5.070 1.491
H 0.923 -7.181 0.970
H 3.214 -5.790 0.292
H 2.395 -3.490 -0.405
```

Values from the calculation:
- charge = +1
- Kohn-Sham gap (spin up / spin down) (eV) = 8.0 / 5.5
- HOMO energy (spin up / spin down) (eV) = -10.882 / -11.282
- 2S+1 = 6

4.
This record from OMol25 describes a structure of composition C46H35FeN6O2S2Te in a non-equilibrium geometry. The level of theory is ωB97M-V/def2-TZVPD.

XYZ file:
```
93
Properties=species:S:1:pos:R:3
Fe -0.194 -1.322 -0.608
S 5.610 -0.884 4.684
N 5.664 -1.065 3.087
C 4.427 -1.060 2.605
C 4.038 -1.207 1.236
C 4.961 -1.300 0.187
C 4.487 -1.483 -1.094
C 3.108 -1.545 -1.295
N 2.224 -1.410 -0.321
C 2.655 -1.249 0.943
C 1.658 -1.093 1.989
N 0.352 -1.116 1.641
C -0.557 -0.905 2.579
C -0.254 -0.688 3.922
C 1.068 -0.698 4.310
C 2.053 -0.895 3.334
C 3.452 -0.900 3.634
N 4.011 -0.785 4.832
H 6.014 -1.226 0.411
H 5.162 -1.562 -1.932
H 2.696 -1.696 -2.285
H -1.584 -0.907 2.243
H -1.048 -0.526 4.634
H 1.370 -0.544 5.333
C -5.945 3.298 -1.104
C -4.895 2.245 -1.031
C -5.235 0.892 -1.064
C -4.281 -0.098 -0.965
C -4.748 -1.511 -1.102
O -5.635 -1.766 -1.885
C -4.117 -2.562 -0.267
C -4.217 -3.883 -0.703
C -3.727 -4.916 0.074
C -3.121 -4.635 1.288
C -3.018 -3.323 1.730
C -3.530 -2.288 0.966
C -2.894 0.229 -0.867
O -2.012 -0.687 -0.803
C -2.539 1.623 -0.865
C -3.548 2.579 -0.948
C -1.147 2.031 -0.779
N -0.171 1.191 -0.792
C 1.191 1.666 -0.645
C 1.450 2.133 0.780
Te 3.555 2.446 1.199
C 3.847 3.702 -0.519
C 3.666 5.073 -0.410
C 3.899 5.882 -1.509
C 4.309 5.327 -2.709
C 4.481 3.957 -2.813
C 4.256 3.139 -1.719
C -0.900 3.496 -0.644
C -0.341 4.221 -1.691
C -0.047 5.565 -1.525
C -0.329 6.193 -0.323
C -0.900 5.478 0.718
C -1.177 4.131 0.566
H -6.937 2.860 -1.143
H -5.800 3.911 -1.993
H -5.887 3.965 -0.245
H -6.268 0.596 -1.172
H -4.698 -4.073 -1.649
H -3.842 -5.940 -0.250
H -2.755 -5.442 1.905
H -2.570 -3.120 2.692
H -3.527 -1.271 1.336
H -3.275 3.625 -0.960
H 1.411 2.488 -1.334
H 1.836 0.821 -0.893
H 1.087 1.396 1.490
H 0.931 3.069 0.966
H 3.358 5.509 0.530
H 3.777 6.950 -1.418
H 4.505 5.961 -3.559
H 4.808 3.524 -3.745
H 4.408 2.071 -1.799
H -0.158 3.741 -2.641
H 0.397 6.120 -2.336
H -0.116 7.241 -0.198
H -1.132 5.969 1.651
H -1.607 3.563 1.381
S -0.610 -3.556 -1.292
C -0.322 -5.205 -0.998
N -0.327 -6.052 -2.058
C -0.116 -7.378 -1.954
C 0.101 -7.946 -0.731
C 0.097 -7.119 0.404
C -0.106 -5.768 0.275
H -0.512 -5.644 -2.970
H -0.123 -7.952 -2.868
H 0.270 -9.006 -0.643
H 0.262 -7.556 1.378
H -0.111 -5.115 1.133
```

Values from the calculation:
- charge = +2
- Kohn-Sham gap (spin up / spin down) (eV) = 5.8 / 2.8
- HOMO energy (spin up / spin down) (eV) = -11.577 / -11.611
- 2S+1 = 6